No. 1
Entry from the Open Molecules 2025 dataset: a structure of composition C8H14BFORb (ωB97M-V/def2-TZVPD).

```
26
C8H14BFORb, DFT ωB97M-V/def2-TZVPD
Rb -1.020 2.206 0.905
B -3.179 3.418 -0.840
H -3.466 2.955 0.181
H -3.728 2.815 -1.680
H -3.637 4.488 -0.961
H -2.040 3.353 -0.995
C -3.460 -2.187 1.915
C -2.156 -1.559 1.385
O -1.770 -0.426 2.043
H -3.321 -2.389 2.980
H -3.540 -3.185 1.453
H -4.366 -1.636 1.673
H -2.296 -1.432 0.289
H -1.374 -2.345 1.458
F 1.629 1.462 0.277
C 2.421 0.523 -0.284
C 3.301 -0.160 0.532
C 4.158 -1.123 -0.012
C 4.155 -1.296 -1.383
C 3.309 -0.554 -2.205
C 2.408 0.330 -1.649
H 3.282 0.025 1.598
H 4.738 -1.688 0.702
H 4.819 -2.012 -1.853
H 3.375 -0.536 -3.284
H 1.757 0.955 -2.248
```

Calculated values
F_max: 1.93 eV/A
E_LUMO: 2.1 eV
net charge: -1
relative energy (zero: lowest compared OMol25 entry of this formula, charge and spin): 0.0 kcal/mol
total energy: -537.22603 hartree
HOMO energy: -3.151 eV



No. 2
Entry from the Open Molecules 2025 dataset: the molecule C5H10N2O (ωB97M-V/def2-TZVPD).

```
18
C5H10N2O, DFT ωB97M-V/def2-TZVPD
C 0.794 0.321 0.432
C 0.086 -0.773 1.146
C -0.609 -0.724 -1.125
C -0.520 0.663 -0.425
C 0.540 1.709 -0.055
H 1.884 -1.289 -0.330
H 2.684 0.308 -0.017
H -0.727 -0.597 1.884
H 0.790 -1.447 1.668
H 0.217 -0.910 -1.833
H -1.569 -1.125 -1.499
H -2.214 0.005 0.263
H -2.282 1.539 -0.050
H 0.226 2.594 0.532
H 1.287 2.065 -0.779
N 1.869 -0.199 -0.308
N -1.629 0.839 0.320
O -0.465 -1.601 0.030
```

Calculated values
structure (SMILES): N[C@]12COC[C@]1(N)C2
F_max: 4.90 eV/A
E_LUMO: 1.0 eV
net charge: 0
relative energy (zero: lowest compared OMol25 entry of this formula, charge and spin): 110.2 kcal/mol
total energy: -381.10989 hartree
HOMO energy: -7.568 eV



No. 3
Entry from the Open Molecules 2025 dataset: a structure of composition C47H44N6O3S5Tl (ωB97M-V/def2-TZVPD).

```
106
C47H44N6O3S5Tl, DFT ωB97M-V/def2-TZVPD
Tl -0.507 1.178 -0.106
O -2.509 -0.529 -0.204
C -2.412 -1.790 -0.231
C -3.344 -2.593 0.499
C -3.321 -3.963 0.492
C -2.362 -4.651 -0.254
C -1.448 -3.920 -0.978
C -1.428 -2.521 -0.992
C -0.475 -1.902 -1.860
N -0.285 -0.641 -2.045
N 0.489 -0.316 -3.102
C 0.821 0.941 -3.291
O 0.635 1.909 -2.497
C 1.434 1.175 -4.630
C 1.791 0.109 -5.454
C 2.285 0.341 -6.722
C 2.425 1.639 -7.188
C 2.075 2.705 -6.376
C 1.593 2.474 -5.101
H -4.090 -2.060 1.070
H -4.057 -4.526 1.058
H -2.347 -5.735 -0.270
H -0.703 -4.441 -1.573
H 0.098 -2.599 -2.485
H 1.650 -0.893 -5.081
H 2.550 -0.493 -7.356
H 2.806 1.819 -8.184
H 2.165 3.717 -6.749
H 1.309 3.292 -4.454
C 0.687 4.037 2.675
C -0.564 4.429 2.006
N -1.043 3.869 0.968
C -2.128 4.497 0.450
C -2.535 5.587 1.168
S -1.507 5.837 2.522
C -2.685 4.034 -0.804
C -3.386 4.795 -1.696
S -3.814 3.856 -3.073
C -3.010 2.470 -2.329
N -2.489 2.746 -1.195
C -3.001 1.142 -2.961
H 1.400 3.821 1.878
H 0.551 3.122 3.248
H 1.051 4.823 3.332
H -3.378 6.225 1.008
H -3.667 5.827 -1.612
H -3.833 1.021 -3.650
H -3.031 0.393 -2.166
H -2.068 1.004 -3.508
S 1.740 -1.092 1.326
C 0.554 -1.789 2.269
N 0.313 -3.120 2.228
C -0.873 -3.657 2.850
C -1.125 -2.965 4.178
N -1.135 -1.539 3.991
C -2.008 -0.739 4.827
C -3.218 -0.284 4.048
C -4.259 -1.165 3.782
C -5.357 -0.749 3.052
C -5.424 0.547 2.574
C -4.383 1.425 2.819
C -3.282 1.007 3.543
C -0.225 -0.963 3.165
S 0.043 0.677 3.198
C 0.998 -4.005 1.307
C 1.979 -4.877 2.047
C 1.768 -6.244 2.190
C 2.660 -7.025 2.906
C 3.770 -6.445 3.493
C 4.006 -5.088 3.332
C 3.117 -4.310 2.613
H -0.718 -4.727 3.015
H -1.742 -3.510 2.189
H -0.349 -3.243 4.909
H -2.095 -3.283 4.565
H -1.455 0.133 5.188
H -2.304 -1.348 5.687
H -4.212 -2.188 4.134
H -6.155 -1.447 2.841
H -6.283 0.868 2.005
H -4.416 2.433 2.432
H -2.452 1.679 3.704
H 1.519 -3.377 0.577
H 0.254 -4.615 0.785
H 0.906 -6.704 1.729
H 2.481 -8.087 3.011
H 4.460 -7.053 4.061
H 4.885 -4.638 3.773
H 3.305 -3.256 2.475
C 3.668 2.357 0.383
S 2.264 2.411 -0.862
O 1.561 3.631 -0.454
C 3.422 2.951 -2.167
C 4.237 2.038 -2.815
C 5.146 2.487 -3.758
C 5.233 3.837 -4.052
C 4.396 4.742 -3.421
C 3.486 4.295 -2.479
H 4.049 3.361 0.526
H 4.445 1.687 0.037
H 3.231 1.979 1.301
H 4.158 0.987 -2.581
H 5.798 1.786 -4.257
H 5.953 4.184 -4.780
H 4.465 5.793 -3.659
H 2.814 4.970 -1.969
```

Calculated values
F_max: 3.00 eV/A
E_LUMO: 1.5 eV
net charge: -1
relative energy (zero: lowest compared OMol25 entry of this formula, charge and spin): 41.2 kcal/mol
total energy: -4535.14245 hartree
HOMO energy: -3.676 eV



No. 4
Entry from the Open Molecules 2025 dataset: a structure of composition C28H29BrIN6O3SZr (ωB97M-V/def2-TZVPD).

```
70
C28H29BrIN6O3SZr, DFT ωB97M-V/def2-TZVPD
Zr -1.201 0.071 0.721
C 0.063 -2.779 3.134
C -1.089 -1.891 2.801
C -2.175 -2.333 2.026
C -3.286 -1.533 1.805
C -3.355 -0.255 2.388
C -2.269 0.221 3.111
C -1.126 -0.576 3.280
H -0.060 -3.131 4.162
H 1.006 -2.235 3.087
H 0.103 -3.654 2.489
H -2.151 -3.331 1.605
H -4.122 -1.904 1.227
H -4.245 0.348 2.279
H -2.288 1.217 3.537
H -0.287 -0.172 3.830
N 3.726 6.611 0.317
C 2.964 5.574 0.674
C 1.949 5.093 -0.194
C 1.156 4.045 0.178
C 1.356 3.445 1.435
C 2.361 3.898 2.309
C 3.152 4.943 1.929
S 0.394 2.150 1.926
O 0.216 2.050 3.335
O -0.922 2.178 1.127
N 0.860 0.663 1.360
C 1.372 0.735 0.054
N 0.422 0.487 -0.861
C 0.757 0.555 -2.158
C 2.045 0.870 -2.521
C 2.962 1.091 -1.490
N 2.629 1.021 -0.203
H 3.578 7.095 -0.552
H 4.425 6.982 0.938
H 1.787 5.584 -1.145
H 0.359 3.707 -0.473
H 2.494 3.436 3.278
H 3.919 5.309 2.599
H -0.020 0.354 -2.885
H 2.332 0.945 -3.559
H 3.997 1.334 -1.702
N -0.103 -1.859 0.206
C 0.460 -2.806 -0.184
N 1.091 -3.838 -0.600
C 2.308 -3.724 -1.450
C 3.415 -4.546 -0.804
O 2.981 -5.870 -0.603
C 1.920 -5.942 0.321
C 0.697 -5.227 -0.233
H 2.584 -2.674 -1.535
H 2.062 -4.124 -2.434
H 3.720 -4.090 0.147
H 4.276 -4.583 -1.469
H 2.217 -5.503 1.283
H 1.689 -6.994 0.472
H -0.115 -5.191 0.492
H 0.351 -5.718 -1.143
Br -3.511 1.790 -0.156
C -4.068 1.471 -1.955
C -4.841 2.438 -2.570
C -5.283 2.209 -3.867
C -4.953 1.037 -4.531
C -4.171 0.070 -3.911
C -3.739 0.302 -2.618
I -2.563 -1.174 -1.685
H -5.100 3.349 -2.048
H -5.892 2.957 -4.355
H -5.305 0.865 -5.539
H -3.916 -0.844 -4.430
```

Calculated values
F_max: 0.66 eV/A
E_LUMO: -9.2 eV
net charge: +3
relative energy (zero: lowest compared OMol25 entry of this formula, charge and spin): 0.0 kcal/mol
total energy: -4954.74888 hartree
HOMO energy: -15.452 eV



No. 5
Entry from the Open Molecules 2025 dataset: a structure of composition C41H45F3N6P2STb (ωB97M-V/def2-TZVPD).

```
99
C41H45F3N6P2STb, DFT ωB97M-V/def2-TZVPD
Tb 0.840 -0.448 0.331
C -0.996 -2.021 5.285
N -1.102 -0.919 4.322
C -0.986 0.395 4.955
C -0.567 -1.097 3.053
N 0.265 -0.284 2.516
N -1.057 -2.227 2.419
C -0.913 -2.830 1.189
N -1.689 -3.941 1.075
N -0.166 -2.466 0.220
H -1.522 -1.782 6.216
H 0.054 -2.219 5.524
H -1.445 -2.942 4.899
H -1.657 0.471 5.818
H -1.271 1.190 4.258
H 0.039 0.572 5.298
H 0.585 0.590 2.949
H -1.930 -2.496 2.841
H -1.622 -4.552 1.881
H -1.480 -4.462 0.232
H -0.135 -2.940 -0.695
C -1.609 4.302 -5.123
S -3.292 3.897 -4.604
C -2.918 2.794 -3.198
C -2.348 3.544 -1.999
C -2.284 2.681 -0.725
N -1.195 1.673 -0.686
P -1.727 -0.020 -0.376
C -3.037 0.095 0.861
C -4.209 -0.674 0.804
C -5.170 -0.613 1.820
C -4.961 0.192 2.935
C -3.789 0.931 3.038
C -2.838 0.876 2.015
C -2.304 -0.580 -1.980
C -1.375 -1.289 -2.768
C -1.720 -1.815 -4.015
C -3.010 -1.641 -4.502
C -3.944 -0.941 -3.743
C -3.594 -0.417 -2.492
P 0.416 2.193 0.021
C 0.428 4.012 -0.139
C 0.915 4.711 -1.254
C 0.908 6.110 -1.293
C 0.433 6.837 -0.206
C -0.029 6.168 0.922
C -0.026 4.770 0.956
C 1.558 1.662 -1.307
C 2.927 1.582 -0.998
C 3.867 1.208 -1.963
C 3.450 0.901 -3.256
C 2.100 0.973 -3.582
C 1.162 1.353 -2.617
H -1.655 4.862 -6.061
H -1.030 3.391 -5.292
H -1.114 4.926 -4.376
H -2.241 2.006 -3.537
H -3.871 2.335 -2.922
H -2.988 4.407 -1.775
H -1.367 3.942 -2.254
H -3.274 2.216 -0.642
H -2.236 3.332 0.156
H -4.388 -1.358 -0.022
H -6.073 -1.213 1.745
H -5.700 0.226 3.731
H -3.602 1.540 3.919
H -1.918 1.444 2.143
H -0.358 -1.449 -2.408
H -0.982 -2.362 -4.596
H -3.286 -2.050 -5.470
H -4.953 -0.801 -4.124
H -4.349 0.130 -1.933
H 1.294 4.184 -2.126
H 1.275 6.627 -2.175
H 0.430 7.923 -0.236
H -0.390 6.730 1.779
H -0.389 4.274 1.855
H 3.281 1.821 0.004
H 4.920 1.158 -1.703
H 4.180 0.609 -4.007
H 1.769 0.735 -4.590
H 0.118 1.413 -2.910
F 8.689 -6.393 1.379
C 7.452 -6.896 1.645
F 7.526 -7.428 2.897
F 7.286 -7.950 0.800
C 6.364 -5.858 1.493
C 5.534 -5.511 2.570
C 4.531 -4.549 2.413
C 4.345 -3.921 1.177
C 5.168 -4.261 0.098
C 6.170 -5.223 0.256
C 3.316 -2.933 1.016
C 2.460 -2.112 0.883
H 5.664 -5.989 3.541
H 3.899 -4.294 3.262
H 5.036 -3.782 -0.870
H 6.804 -5.478 -0.594
H 2.633 0.512 0.731
```

Calculated values
F_max: 4.44 eV/A
E_LUMO (spin up / spin down): -2.7 / -2.6 eV
net charge: +1
relative energy (zero: lowest compared OMol25 entry of this formula, charge and spin): 0.0 kcal/mol
multiplicity: 7
total energy: -4122.46243 hartree
expectation value of S²: 12.069
HOMO energy (spin up / spin down): -9.045 / -9.047 eV



No. 6
Entry from the Open Molecules 2025 dataset: the molecule C5H12N2 (ωB97M-V/def2-TZVPD).

```
19
C5H12N2, DFT ωB97M-V/def2-TZVPD
C 1.595 -1.497 1.123
C -0.677 1.965 -1.024
C -1.186 -0.113 1.008
N -0.102 0.209 -2.504
N 1.193 -0.402 0.268
C -0.330 0.537 -1.313
C -0.212 -0.423 -0.133
H 0.155 -0.766 -2.651
H 1.409 0.480 0.714
H -0.413 -1.437 -0.505
H 1.049 -1.558 2.069
H 2.654 -1.397 1.349
H 1.443 -2.426 0.585
H -0.522 2.552 -1.920
H -1.720 2.050 -0.716
H -0.057 2.352 -0.220
H -0.996 0.873 1.419
H -2.212 -0.153 0.647
H -1.075 -0.846 1.804
```

Calculated values
structure (SMILES): [H]/N=C(/C)[C@H](C)NC
F_max: 0.97 eV/A
E_LUMO: 1.0 eV
net charge: 0
relative energy (zero: lowest compared OMol25 entry of this formula, charge and spin): 20.1 kcal/mol
total energy: -307.19723 hartree
HOMO energy: -8.848 eV



No. 7
Entry from the Open Molecules 2025 dataset: a structure of composition C20H25B3F27O10Sn (ωB97M-V/def2-TZVPD).

```
86
C20H25B3F27O10Sn, DFT ωB97M-V/def2-TZVPD
Sn 0.654 -0.200 0.350
B -0.114 -3.416 0.418
F -0.977 -2.758 -0.441
F -0.082 -2.864 1.639
F -0.209 -4.824 0.547
F 1.157 -3.142 -0.033
B 1.610 2.985 -0.472
F 2.182 4.072 -1.032
F 2.444 2.351 0.405
F 0.464 3.307 0.147
F 1.289 2.076 -1.476
B 2.799 -1.386 2.938
F 2.940 -2.021 1.742
F 1.464 -1.523 3.312
F 3.538 -1.981 3.872
F 3.018 -0.099 2.737
C 5.492 2.072 -0.349
C 5.540 0.764 0.569
O 5.889 -0.357 -0.191
C 5.029 -0.944 -0.954
O 3.894 -0.519 -1.178
C 5.475 -2.334 -1.512
F 4.401 -3.196 -1.396
F 5.719 -2.092 -2.768
F 6.554 -2.852 -0.861
H 4.750 1.973 -1.141
H 6.492 2.207 -0.762
H 5.305 2.936 0.289
H 4.559 0.616 1.022
H 6.260 0.759 1.388
C -2.221 -0.936 -4.560
C -1.422 -1.975 -3.817
O -0.124 -2.016 -4.428
C 0.973 -1.333 -3.854
O 0.928 -0.637 -2.837
C 2.263 -1.343 -4.730
F 3.369 -1.471 -3.979
F 2.264 -2.311 -5.706
F 2.334 -0.160 -5.292
H -1.748 0.034 -4.409
H -3.195 -0.811 -4.087
H -2.323 -1.125 -5.629
H -1.892 -2.878 -4.208
H -1.475 -1.793 -2.744
C -5.033 -3.344 0.528
C -3.827 -2.364 0.781
O -3.907 -1.904 2.108
C -2.913 -1.126 2.621
O -2.012 -0.633 1.971
C -3.115 -0.919 4.120
F -3.413 0.334 4.341
F -3.908 -1.789 4.705
F -1.939 -1.069 4.720
H -5.056 -4.008 1.392
H -4.834 -3.857 -0.413
H -5.892 -2.688 0.386
H -3.781 -1.525 0.088
H -2.930 -2.958 0.606
C -1.641 3.109 -4.078
C -1.585 2.226 -2.818
O -2.913 1.975 -2.268
C -3.089 0.985 -1.450
O -2.166 0.316 -0.913
C -4.606 0.819 -1.159
F -4.797 0.780 0.144
F -5.281 1.820 -1.689
F -5.088 -0.275 -1.686
H -1.819 4.153 -3.822
H -2.467 2.749 -4.691
H -0.714 3.002 -4.642
H -0.969 2.760 -2.094
H -1.029 1.351 -3.154
C 0.953 1.181 5.858
C 0.889 1.773 4.481
O -0.236 2.605 4.314
C -1.025 2.592 3.258
O -0.769 1.960 2.172
C -2.247 3.483 3.295
F -2.257 4.137 4.453
F -2.262 4.374 2.267
F -3.320 2.707 3.229
H 0.336 0.289 5.965
H 0.775 1.923 6.636
H 1.955 0.753 5.886
H 0.928 1.007 3.706
H 1.735 2.440 4.319
```

Calculated values
F_max: 6.68 eV/A
E_LUMO: 0.7 eV
net charge: -1
relative energy (zero: lowest compared OMol25 entry of this formula, charge and spin): 0.0 kcal/mol
total energy: -4515.52388 hartree
HOMO energy: -8.637 eV



No. 8
Entry from the Open Molecules 2025 dataset: a cluster of 3 separate species, C4H16NO2 in total (ωB97M-V/def2-TZVPD).

```
23
C4H16NO2, DFT ωB97M-V/def2-TZVPD
C 2.635 -0.719 -0.844
C 2.026 0.531 -0.213
N 0.678 0.464 0.507
C -0.033 1.635 0.820
C -0.550 2.394 -0.382
H 3.275 -0.359 -1.662
H 1.770 -1.291 -1.315
H 3.288 -1.406 -0.353
H 2.623 1.214 0.487
H 1.819 1.002 -1.186
H 1.139 0.156 1.353
H 0.025 -0.222 0.134
H 0.652 2.390 1.430
H -0.736 1.319 1.663
H -1.300 1.866 -1.026
H -0.758 3.335 0.055
H 0.237 2.768 -1.035
H -4.793 -3.418 0.604
H -3.672 -3.065 1.644
O -3.915 -3.094 0.781
H -1.923 -1.415 -0.973
H -1.262 -2.542 -0.130
O -1.226 -1.545 -0.359
```

Calculated values
F_max: 4.62 eV/A
E_LUMO: -2.8 eV
net charge: +1
relative energy (zero: lowest compared OMol25 entry of this formula, charge and spin): 54.1 kcal/mol
total energy: -366.94324 hartree
HOMO energy: -14.423 eV



No. 9
Entry from the Open Molecules 2025 dataset: a structure of composition ClKLi2Mg (ωB97M-V/def2-TZVPD).

```
5
ClKLi2Mg, DFT ωB97M-V/def2-TZVPD
Li -12.245 6.315 20.409
Li -9.126 6.850 16.503
K -15.382 9.856 17.189
Mg -14.451 4.670 14.842
Cl -12.984 6.620 17.156
```

Calculated values
F_max: 1.60 eV/A
E_LUMO: -17.9 eV
net charge: +4
total energy: -1273.72243 hartree
HOMO energy: -23.981 eV